No. 1
C42H42CaN10P | ωB97M-V with the def2-TZVPD basis set

HOMO, Eh: -0.560
HOMO-LUMO gap, Eh: 0.2696
Total energy, eV: -86846.527
LUMO, hartree: -0.2908

Geometry as ORCA input:
```
! RIJCOSX wB97M-V def2-TZVPD def2/J DEFGRID3
* xyz 3 1
Ca -0.4149 -0.6287 -1.1369
C 3.9066 -1.7920 -2.4160
C 2.5239 -1.6767 -2.4207
N 1.9106 -0.5984 -1.9335
C 2.6826 0.3893 -1.4558
C 4.0668 0.2392 -1.4271
N 4.6722 -0.8409 -1.8985
C 1.9984 1.6071 -0.9500
C 2.6508 2.8218 -0.8266
C 1.9550 3.9297 -0.3469
C 0.6145 3.7545 -0.0013
C 0.0298 2.5103 -0.1539
N 0.7065 1.4588 -0.6312
C -1.3907 2.2454 0.2000
C -2.1221 3.0757 1.0451
N -3.3899 2.8360 1.3544
C -3.9629 1.7812 0.7878
C -3.2442 0.9261 -0.0336
N -1.9570 1.1390 -0.3056
C 2.6100 5.2471 -0.2181
C 3.9340 5.3436 0.1944
C 4.5033 6.6045 0.3085
N 3.8486 7.7266 0.0295
C 2.5868 7.6293 -0.3759
C 1.9206 6.4185 -0.5083
H 4.3941 -2.6662 -2.8294
H 1.9054 -2.4688 -2.8283
H 4.7025 1.0033 -0.9980
H 3.6788 2.9319 -1.1424
H 0.0485 4.5976 0.3686
H -1.6692 3.9460 1.5035
H -5.0104 1.5989 0.9950
H -3.7125 0.0500 -0.4674
H 4.5148 4.4665 0.4522
H 5.5295 6.7136 0.6395
H 2.0823 8.5593 -0.6103
H 0.8993 6.4045 -0.8683
N -3.2561 -3.0390 -3.8413
C -2.1698 -2.2684 -3.6777
N -1.9376 -1.9751 -2.4131
C -2.9591 -2.6129 -1.6986
C -3.2122 -2.6612 -0.3267
C -4.3122 -3.3816 0.0942
C -5.1486 -4.0459 -0.8166
C -4.9070 -4.0120 -2.1746
C -3.7981 -3.2838 -2.5904
H -3.6052 -3.3715 -4.7273
H -1.5747 -1.9355 -4.5143
H -2.5695 -2.1697 0.3983
H -4.5375 -3.4464 1.1511
H -5.9990 -4.6001 -0.4441
H -5.5495 -4.5280 -2.8755
C 1.2728 -4.0537 0.3050
P 0.6970 -2.4554 0.9741
C 2.2000 -1.5523 1.4461
C 3.4769 -2.1095 1.4038
C 4.5826 -1.3509 1.7685
C 4.4213 -0.0393 2.1958
C 3.1505 0.5206 2.2521
C 2.0492 -0.2296 1.8690
C -0.0631 -2.9606 2.5567
C -1.1627 -3.8200 2.5032
C -1.7340 -4.3101 3.6704
C -1.2207 -3.9333 4.9051
C -0.1361 -3.0664 4.9659
C 0.4446 -2.5819 3.7981
H 1.9788 -3.8889 -0.5098
H 0.4182 -4.6032 -0.0887
H 1.7499 -4.6574 1.0765
H 3.6235 -3.1364 1.0938
H 5.5705 -1.7911 1.7296
H 5.2850 0.5409 2.4944
H 3.0210 1.5398 2.5958
H 1.0583 0.2149 1.9147
H -1.5586 -4.1444 1.5469
H -2.5612 -5.0062 3.6146
H -1.6432 -4.3437 5.8141
H 0.2963 -2.8041 5.9243
H 1.3202 -1.9477 3.8628
N -3.2973 0.5506 6.2302
C -2.1265 1.4613 5.9567
C -1.8990 1.5382 4.4511
N -1.7342 0.2402 3.8132
C -2.8324 -0.6619 4.1242
C -3.0946 -0.8135 5.6180
H -4.1491 0.9721 5.8529
H -3.4430 0.4631 7.2373
H -1.2727 1.0259 6.4743
H -2.3503 2.4335 6.3923
H -1.0184 2.1538 4.2718
H -2.7445 2.0538 3.9813
H -0.8482 -0.1884 4.0608
H -2.6202 -1.6493 3.7176
H -3.7389 -0.2921 3.6315
H -2.2394 -1.2571 6.1259
H -3.9828 -1.4074 5.8282
*
```



No. 2
C42H42LiN2O5S2 | ωB97M-V with the def2-TZVPD basis set

HOMO, Eh: -0.382
HOMO-LUMO gap, Eh: 0.3014
Total energy, eV: -79326.632
LUMO, hartree: -0.0805

Geometry as ORCA input:
```
! RIJCOSX wB97M-V def2-TZVPD def2/J DEFGRID3
* xyz 1 1
Li 1.0202 -0.4599 1.8461
C 5.6510 -0.3493 1.7683
N 4.8313 -0.6960 2.9245
C 5.4662 -1.2825 4.0994
C 3.5072 -0.5221 2.8544
O 2.9276 -0.0818 1.8659
C 2.6890 -0.8923 4.0934
O 1.3609 -0.5868 3.7505
C 0.3440 -0.9809 4.6309
C -0.9482 -0.8385 3.8214
O -0.8687 -0.5682 2.6262
N -2.1163 -0.9983 4.4568
C -3.3590 -0.8366 3.7125
C -2.2410 -1.3576 5.8621
H 5.7779 -1.2063 1.1044
H 6.6260 -0.0172 2.1173
H 5.1727 0.4538 1.2154
H 6.5162 -1.4458 3.8761
H 5.0309 -2.2492 4.3542
H 5.4053 -0.6239 4.9676
H 3.0212 -0.3120 4.9602
H 2.8012 -1.9578 4.3220
H 0.3227 -0.3421 5.5189
H 0.4779 -2.0215 4.9505
H -3.2030 -0.1700 2.8686
H -4.1103 -0.4177 4.3808
H -3.7162 -1.7975 3.3354
H -1.2851 -1.6415 6.2887
H -2.9145 -2.2095 5.9605
H -2.6488 -0.5263 6.4397
C -4.4638 5.1601 0.5334
C -3.2561 4.2634 0.5144
C -2.3231 4.3402 -0.5151
C -1.2215 3.5018 -0.5492
C -1.0402 2.5776 0.4674
C -1.9378 2.5064 1.5265
C -3.0428 3.3410 1.5386
S 0.4262 1.5777 0.5597
O 1.5532 2.4819 0.9180
C 0.6018 1.1493 -1.1864
C 1.6004 1.8664 -1.8795
C 1.8271 1.6019 -3.1959
C 1.0603 0.6275 -3.8817
C 1.2500 0.3799 -5.2652
C 0.4770 -0.5294 -5.9243
C -0.5235 -1.2453 -5.2274
C -0.7133 -1.0457 -3.8915
C 0.0761 -0.1034 -3.1780
C -0.1218 0.1436 -1.7843
C -1.2138 -0.6255 -1.0921
C -2.5606 -0.1415 -1.2038
C -2.8832 1.0008 -1.9833
C -4.1706 1.4309 -2.1002
C -5.2184 0.7548 -1.4359
C -4.9475 -0.3548 -0.6934
C -3.6209 -0.8422 -0.5783
C -3.3469 -2.0535 0.1013
C -2.0809 -2.5402 0.1424
C -1.0105 -1.8204 -0.4492
S 0.5281 -2.6819 -0.1667
O 1.1968 -2.0527 1.0346
C 1.5125 -2.2371 -1.5722
C 2.4974 -1.2685 -1.4468
C 3.3054 -0.9978 -2.5399
C 3.1545 -1.6884 -3.7399
C 4.0235 -1.3739 -4.9263
C 2.1772 -2.6784 -3.8247
C 1.3604 -2.9652 -2.7448
H -4.3960 5.9356 -0.2280
H -4.5749 5.6449 1.5038
H -5.3738 4.5854 0.3490
H -2.4643 5.0658 -1.3080
H -0.5020 3.5819 -1.3551
H -1.7652 1.7980 2.3277
H -3.7477 3.2881 2.3605
H 2.1616 2.6172 -1.3363
H 2.5841 2.1530 -3.7418
H 2.0138 0.9400 -5.7922
H 0.6223 -0.7020 -6.9828
H -1.1410 -1.9578 -5.7592
H -1.4812 -1.5995 -3.3660
H -2.0937 1.5314 -2.4961
H -4.3934 2.3003 -2.7058
H -6.2362 1.1095 -1.5358
H -5.7437 -0.8954 -0.1952
H -4.1652 -2.6041 0.5500
H -1.8712 -3.4866 0.6270
H 2.6343 -0.7461 -0.5096
H 4.0709 -0.2345 -2.4571
H 4.8958 -0.7894 -4.6369
H 3.4625 -0.7961 -5.6655
H 4.3665 -2.2853 -5.4165
H 2.0616 -3.2367 -4.7464
H 0.6070 -3.7418 -2.8168
*
```



No. 3
C42H42N11NaO4S | ωB97M-V with the def2-TZVPD basis set

HOMO (alpha / beta), Eh: -0.221 / -0.195
HOMO-LUMO gap (alpha / beta), Eh: 0.2026 / 0.1767
Total energy, eV: -84063.653
LUMO (alpha / beta), hartree: -0.0182 / -0.0182

Geometry as ORCA input:
```
! RIJCOSX wB97M-V def2-TZVPD def2/J DEFGRID3
* xyz 0 1
Na -0.0622 0.6518 -3.1664
C 0.3739 -6.1307 2.8039
O 1.5366 -6.1338 3.6187
C 2.2119 -4.9939 3.8742
C 1.6049 -3.9287 4.6135
C 2.2159 -2.7481 4.6992
C 3.3815 -2.5236 3.9083
C 4.1504 -3.6764 3.4906
C 3.5943 -4.9309 3.6407
N 3.6245 -1.2521 3.5472
N 4.3648 -1.0933 2.4441
C 3.7846 -0.5249 1.3371
C 4.4422 -0.7771 0.1152
C 3.8760 -0.4582 -1.1088
C 2.5202 0.0859 -1.1525
O 1.9528 0.5006 -2.2039
C 1.8796 0.3742 0.1425
N 0.5859 0.7507 0.0566
C -0.1142 0.9872 1.1601
C 0.4951 0.9209 2.4284
C 1.8263 0.5498 2.5817
C 2.5167 0.2062 1.3949
H -0.1986 -5.1820 2.7518
H -0.2818 -6.9423 3.1008
H 0.6588 -6.3250 1.7302
H 0.5860 -4.0659 5.0416
H 1.8538 -1.8549 5.2057
H 5.0924 -3.4733 2.9355
H 4.1625 -5.9000 3.5334
H 5.4773 -1.1080 0.1816
H 4.3419 -0.6686 -2.0616
H -1.1948 1.2282 1.0779
H -0.0538 1.2100 3.3249
H 2.3268 0.5026 3.5485
C -5.5521 2.3695 -1.2846
N -4.3035 1.6130 -1.6104
C -2.9882 1.9858 -1.6278
N -2.2067 0.9086 -1.7638
C -3.1286 -0.1082 -1.8717
N -4.3795 0.2764 -1.7814
C -5.6699 2.5579 0.2026
C -6.6996 1.9223 0.9422
C -6.6131 1.8411 2.3636
C -5.5082 2.3774 3.0234
C -4.5955 3.1316 2.2868
C -4.7363 3.3483 0.9099
C -3.3364 3.5133 2.8298
N -2.8755 3.4160 4.0420
N -1.5578 3.8807 4.0701
C -1.2913 4.2751 2.8453
O -2.3701 4.0904 1.9522
C -0.0423 4.8308 2.3696
C 1.0743 4.9306 3.2256
C 2.2195 5.4314 2.6212
C 2.2949 5.6912 1.2268
C 1.1666 5.5493 0.4238
C 1.2413 5.8745 -1.0354
N 0.5591 4.9138 -1.9538
C 0.7131 3.5425 -2.0878
N 0.3139 3.1640 -3.2997
C -0.1298 4.3180 -3.8743
N 0.0762 5.3828 -3.1157
C -0.0329 5.0533 0.9669
H -6.3261 1.7941 -1.7016
H -5.4387 3.3704 -1.7858
H -2.6455 2.9913 -1.4091
H -2.8925 -1.1369 -2.0936
H -7.5899 1.5942 0.4103
H -7.3806 1.2407 2.8568
H -5.3932 2.2592 4.1368
H -4.1165 4.0836 0.4345
H 1.0160 4.5800 4.2688
H 3.1545 5.6143 3.1508
H 3.2080 6.1030 0.7855
H 2.2756 5.9358 -1.4763
H 0.6438 6.7883 -1.1000
H 1.0784 2.9075 -1.3223
H -0.5882 4.2959 -4.8480
H -0.9163 4.9701 0.3590
C -1.5426 -6.2737 -4.0799
C -0.5097 -5.5152 -3.2518
C -0.6467 -4.0350 -3.2721
S 0.1356 -2.9668 -4.6564
O 0.0462 -1.5838 -4.1032
C 1.8570 -3.5351 -4.7765
C 2.8761 -2.7328 -3.9658
C 2.9085 -3.2037 -2.5180
H -1.2961 -7.3231 -4.1140
H -1.6164 -5.9127 -5.1134
H -2.5952 -6.1522 -3.7253
H 0.5172 -5.8668 -3.5647
H -0.5740 -5.8869 -2.1997
H -0.2326 -3.4956 -2.3926
H -1.6661 -3.7093 -3.3422
H 2.0066 -3.4956 -5.8555
H 1.8128 -4.5810 -4.4473
H 2.6100 -1.6829 -3.9956
H 3.8758 -2.7791 -4.4247
H 2.1225 -2.7137 -1.9486
H 3.8738 -3.0141 -2.0264
H 2.7741 -4.2902 -2.4831
*
```